ORCA calculation (the ωB97M-V functional and the def2-TZVPD basis) on a 2-piece molecular cluster, C16H30BrN3O5S overall at a distorted geometry.

Geometry as ORCA input:
```
! wB97M-V def2-TZVPD RIJCOSX def2/J DEFGRID3
* xyz 0 1
Br -0.73 0.74 -0.27
S 3.27 3.67 1.19
O 1.65 -2.42 -1.98
O -3.09 3.27 -0.67
O -0.89 -2.27 3.49
O 1.07 5.24 1.26
O 1.15 -2.98 2.74
N 0.84 3.62 -0.32
N -1.80 -1.12 -2.24
N -0.29 4.40 -0.35
C 3.38 0.94 0.43
C 0.27 -2.66 -2.28
C 1.63 4.14 0.62
C 3.24 1.90 1.69
C 1.82 -2.18 -0.58
C -0.45 -1.34 -2.78
C 3.23 -1.52 -0.27
C -1.81 -0.84 -0.82
C 0.59 -3.30 1.45
C -0.13 5.34 0.58
C 0.31 -2.19 3.49
C 1.69 -3.47 0.33
C 3.02 -0.52 0.94
C -4.30 -1.70 -0.76
C -3.32 -0.52 -0.40
C -3.66 4.52 -0.32
H -2.13 3.37 -0.63
H 4.01 -2.26 0.02
H 0.79 -1.42 4.15
H 2.64 -3.76 0.84
H -0.03 -4.23 1.49
H 4.13 1.74 2.34
H 1.34 -4.31 -0.34
H -4.74 4.44 -0.35
H -4.41 -1.75 -1.87
H 1.99 -0.55 1.39
H -0.56 -1.44 -3.89
H 3.56 -0.93 -1.17
H -4.03 -2.67 -0.28
H -1.54 -1.76 -0.25
H -3.34 5.28 -1.03
H 2.30 1.65 2.24
H -5.31 -1.40 -0.36
H 1.07 -1.39 -0.28
H -3.35 4.80 0.69
H 0.26 -0.48 -2.62
H 4.45 0.90 0.11
H 3.74 -0.71 1.79
H -3.59 0.42 -0.95
H -0.08 -2.46 1.14
H -0.87 6.15 0.78
H -0.29 -3.17 -1.45
H 2.71 1.25 -0.42
H 0.28 -3.38 -3.14
H -2.33 -0.45 -2.79
H -3.35 -0.24 0.69
*
```

Properties
- Energy: -4140.21191 Ha
- Kohn-Sham gap: 0.3545 hartree
- HOMO energy: -9.2 eV
- SMILES: CC[C@H](Br)NCCO[C@H](CCCCSc1nnco1)CCOC=O.CO
- F_max: 3.08 eV/Å

In the natural (NBO) picture, each atom carries the following charge in e: -0.0739 0.2370 -0.5406 -0.7467 -0.5582 -0.4093 -0.5346 -0.2889 -0.6394 -0.3176 -0.4081 -0.0866 0.2955 -0.5152 0.1004 -0.2577 -0.4183 -0.0578 -0.0738 0.2855 0.6454 -0.4736 -0.4047 -0.6199 -0.4248 -0.2461 0.4913 0.2089 0.1319 0.2291 0.1915 0.2366 0.2288 0.1821 0.2148 0.2036 0.2046 0.2206 0.2104 0.2006 0.1599 0.2305 0.2148 0.1809 0.1504 0.2018 0.2068 0.1993 0.2205 0.1855 0.2219 0.1736 0.2303 0.1973 0.3797 0.2240

ORCA calculation (the ωB97M-V functional and the def2-TZVPD basis) on C21H17Cl2N5O3 in the gas phase at a distorted geometry.

Geometry as ORCA input:
```
! wB97M-V def2-TZVPD RIJCOSX def2/J DEFGRID3
* xyz 0 1
Cl -4.16 -2.85 -0.87
Cl -2.41 2.05 -2.13
O 0.69 -2.10 0.20
O 1.78 -1.02 4.80
O -0.42 0.78 2.67
N 1.60 1.17 -0.42
N -2.58 -2.48 1.59
N 1.02 -0.03 -0.80
N 1.97 -0.78 2.58
N -1.15 -1.35 3.08
C -2.57 -1.42 0.76
C -1.82 0.85 0.20
C -1.87 -2.40 2.68
C 0.07 -0.93 -4.77
C -0.59 -1.56 -3.73
C 0.37 0.65 3.84
C -1.14 -0.29 2.32
C 1.70 -0.21 1.33
C 1.42 -0.47 3.79
C 0.72 -0.33 -2.14
C -0.27 -1.26 -2.42
C -3.23 -0.38 -1.33
C 1.08 -0.95 0.24
C 1.08 -0.02 -4.49
C -3.27 -1.45 -0.46
C 1.20 2.42 -1.02
C 1.97 1.05 0.89
C -2.49 0.76 -0.99
C 2.57 2.19 1.63
C -1.85 -0.24 1.08
C 1.41 0.28 -3.19
H -0.26 0.43 4.70
H -1.86 -3.26 3.33
H 0.78 3.09 -0.27
H -0.77 -1.77 -1.61
H -1.27 1.74 0.48
H -3.75 -0.43 -2.27
H 0.86 1.61 3.97
H 2.22 0.96 -2.98
H 3.28 2.72 1.00
H 2.05 2.91 -1.49
H 0.44 2.23 -1.78
H -0.18 -1.16 -5.80
H 3.07 1.82 2.52
H 1.80 2.90 1.94
H 1.62 0.45 -5.30
H -1.36 -2.29 -3.94
H 2.48 -1.65 2.57
*
```

Properties
- Energy: -2230.36971 Ha
- Kohn-Sham gap: 0.2939 hartree
- HOMO energy: -8.2 eV
- SMILES: Cc1c(NC(=O)COc2ncnc3c(Cl)cc(Cl)cc23)c(=O)n(-c2ccccc2)n1C
- F_max: 1.15 eV/Å

In the natural (NBO) picture, each atom carries the following charge in e: 0.0597 0.0141 -0.6406 -0.5944 -0.4893 -0.2052 -0.4399 -0.2778 -0.6130 -0.5258 0.1427 -0.2277 0.2967 -0.2211 -0.1873 -0.1756 0.5801 -0.0674 0.6716 0.2046 -0.2402 -0.2296 0.5980 -0.2032 -0.0354 -0.4320 0.2560 -0.0271 -0.6669 -0.0934 -0.2560 0.2348 0.1869 0.2062 0.2498 0.2348 0.2469 0.2128 0.2142 0.2360 0.2084 0.2474 0.2158 0.2466 0.2291 0.2157 0.2188 0.4211

ORCA calculation (the ωB97M-V functional and the def2-TZVPD basis) on C53H45Cl2IrN3OP2S2 as an isolated structure at a distorted geometry.

Geometry as ORCA input:
```
! wB97M-V def2-TZVPD RIJCOSX def2/J DEFGRID3
* xyz 3 1
Ir 1.01 0.22 -0.01
Cl 5.37 0.58 2.08
Cl 3.27 1.30 0.09
S -0.49 -1.41 0.02
S -1.39 4.04 -0.44
P 1.17 -0.10 -2.41
P 0.88 0.49 2.38
O 0.66 -2.24 -0.41
N -0.14 1.86 -0.09
N -1.46 1.56 0.12
N 1.26 3.71 -0.62
C 1.37 3.91 -4.66
C 4.68 -2.92 -3.30
C 1.46 4.95 3.31
C -3.72 2.51 0.05
C -3.90 -1.77 -2.93
C -2.38 -1.41 4.97
C -0.96 0.42 4.42
C -1.67 -3.31 1.38
C -1.35 -1.15 -5.39
C 3.38 -3.35 -3.49
C -2.62 -3.24 3.55
C -0.64 -0.09 3.17
C -0.27 -0.81 -4.58
C 3.52 -1.03 5.09
C -0.30 -0.83 -3.19
C -3.09 -1.61 -0.70
C -4.34 2.24 -1.33
C 0.21 3.49 -4.03
C 3.55 -2.47 3.17
C -1.86 -0.19 5.31
C 2.17 -0.50 3.17
C -1.14 -2.03 1.52
C -3.25 -2.37 5.72
C -2.60 -1.48 -3.37
C 2.49 1.89 -3.98
C 2.64 -1.64 2.53
C 2.50 3.11 -4.64
C -2.54 -1.45 -4.78
C 1.34 1.47 -3.32
C 0.18 4.44 3.10
C 2.55 4.10 3.28
C 0.09 3.14 -0.38
C 2.38 2.75 3.04
C 2.32 -2.49 -3.23
C -4.16 -1.78 -1.58
C -2.06 -1.95 3.70
C 1.10 2.23 2.83
C -3.39 -3.60 4.78
C 0.00 3.09 2.86
C 4.94 -1.63 -2.86
C -1.26 -1.31 2.75
C -1.49 -1.23 -2.53
C 3.99 -2.16 4.45
C -2.38 -3.94 2.39
C -2.24 2.58 -0.03
C -1.79 -1.40 -1.14
C 2.57 -1.19 -2.79
C -3.90 -1.74 -5.34
C -4.79 -2.03 -4.11
C 0.19 2.28 -3.36
C 4.80 0.29 0.48
C 3.89 -0.77 -2.59
C 2.60 -0.20 4.47
H 3.86 -0.79 6.09
H 3.90 -3.36 2.67
H -0.73 1.93 -2.90
H -4.43 -3.83 4.54
H -5.13 -3.06 -4.08
H 5.49 0.68 -0.26
H -4.11 3.05 -2.02
H -0.68 5.10 3.15
H -1.00 2.70 2.72
H -3.28 -1.67 0.36
H 2.23 0.68 4.98
H -5.15 -1.96 -1.18
H -5.68 -1.40 -4.08
H 3.18 -4.35 -3.84
H -2.97 -4.50 5.24
H 3.24 2.09 3.04
H 1.38 4.85 -5.20
H -4.22 -1.92 5.93
H 4.70 -2.81 4.94
H -2.81 -2.64 6.68
H 1.31 -2.83 -3.37
H 1.60 6.00 3.51
H -3.97 1.70 0.75
H -1.53 -3.83 0.44
H -4.27 -0.88 -5.91
H -2.75 -4.95 2.24
H -3.87 -2.58 -6.04
H 4.51 -0.74 0.30
H 2.29 -1.91 1.54
H 0.65 -0.49 -5.07
H 1.32 4.70 -0.80
H -1.25 -1.12 -6.47
H 5.96 -1.30 -2.73
H 3.36 1.26 -4.02
H 4.10 0.24 -2.27
H -2.06 0.27 6.27
H -0.69 4.09 -4.07
H 2.12 3.19 -0.64
H -4.11 3.43 0.47
H -0.48 1.33 4.75
H -5.42 2.17 -1.24
H 3.40 3.42 -5.16
H -3.96 1.31 -1.74
H 3.55 4.49 3.46
H 5.51 -3.59 -3.51
*
```

Properties
- Energy: -4789.18151 Ha
- Kohn-Sham gap: 0.2454 hartree
- HOMO energy: -15.3 eV
- F_max: 1.10 eV/Å

Results of the Löwdin charge analysis, in e, for atoms 1 through 99: 0.7663 0.7065 0.5961 0.8264 1.1887 0.9838 0.9752 -0.4163 -0.2407 0.0335 0.1681 -0.0430 -0.0361 -0.0401 -0.2141 -0.1154 -0.1200 -0.0442 -0.0478 0.0332 -0.0361 -0.1074 -0.2700 -0.0440 -0.0433 -0.2914 -0.0404 -0.0666 -0.0626 -0.0604 0.0263 -0.3718 -0.3103 -0.0733 -0.0697 -0.0668 -0.1282 -0.0431 -0.1173 -0.3596 -0.0566 -0.0430 -0.6826 -0.1134 -0.0713 0.0187 -0.0675 -0.3722 -0.0729 -0.1224 -0.0552 -0.1224 -0.1203 -0.0430 0.0303 -0.5741 -0.2993 -0.3502 -0.0731 -0.0725 -0.1293 -0.8368 -0.1425 -0.0817 0.1228 0.1198 0.1035 0.1376 0.1408 0.0451 0.0821 0.1189 0.1040 0.1181 0.1163 0.1336 0.1358 0.1222 0.1397 0.0561 0.1212 0.1367 0.1230 0.1366 0.1089 0.1219 0.1209 0.1347 0.1372 0.1362 0.1374 0.0410 0.0754 0.1280 0.1306 0.1348 0.1189 0.0979 0.0632

ORCA calculation (the ωB97M-V functional and the def2-TZVPD basis) on a 2-piece molecular cluster, C3H6N2 overall.

Geometry as ORCA input:
```
! wB97M-V def2-TZVPD RIJCOSX def2/J DEFGRID3
* xyz 0 1
N -1.08 -1.93 0.23
N -1.30 0.40 0.00
C 1.92 0.78 -0.55
C -1.67 -0.90 -0.17
C 2.76 0.95 0.28
H 1.18 0.61 -1.28
H -0.55 0.61 0.64
H 3.50 1.11 1.01
H -2.56 -1.03 -0.77
H -0.24 -1.75 0.78
H -1.95 1.15 -0.18
*
```

Properties
- Energy: -227.33180 Ha
- Energy above the lowest of the compared OMol25 structures with the same formula, charge and spin: 244.27 kJ/mol
- Kohn-Sham gap: 0.3825 hartree
- HOMO energy: -9.4 eV
- SMILES: [H]/N=C\N.C#C
- F_max: 0.92 eV/Å

In the natural (NBO) picture, each atom carries the following charge in e: -0.7046 -0.8385 -0.2420 0.2806 -0.2350 0.2413 0.3922 0.2327 0.1565 0.3249 0.3920

ORCA calculation (the ωB97M-V functional and the def2-TZVPD basis) on C18H28N2O as an isolated structure at a distorted geometry.

Geometry as ORCA input:
```
! wB97M-V def2-TZVPD RIJCOSX def2/J DEFGRID3
* xyz 0 1
O 4.76 1.38 -1.21
N -1.74 -0.60 1.02
N 1.09 -1.00 0.15
C 0.14 -1.86 0.23
C 6.20 1.38 -1.58
C 2.30 -0.79 -0.31
C 4.18 0.07 -0.91
C -5.19 -0.09 -1.05
C -5.70 1.23 0.06
C 3.08 -2.11 -0.19
C 2.97 0.23 -0.52
C -0.76 0.22 1.66
C 0.50 0.41 0.78
C -4.42 2.34 0.37
C -2.83 0.09 0.28
C 4.44 -2.12 -0.51
C 5.01 -1.12 -1.12
C -1.29 -1.64 -0.11
C -3.31 1.38 0.95
C -4.95 3.16 1.25
C -3.94 -0.74 0.03
H 6.87 0.89 -1.01
H 0.15 0.93 -0.02
H -5.18 2.98 2.31
H 0.17 -2.59 1.39
H 2.41 1.25 -0.47
H 2.55 -3.31 0.08
H 6.26 0.96 -2.55
H -6.08 0.83 0.81
H -4.44 -1.04 0.95
H -3.72 0.94 2.06
H -3.59 -1.64 -0.71
H -4.08 3.88 1.44
H 6.07 -1.20 -1.42
H -2.24 0.53 -0.50
H -4.75 0.45 -1.76
H 6.41 2.54 -1.82
H 4.78 -3.14 -0.71
H -1.19 -1.27 -1.02
H -0.30 -0.71 2.57
H -4.00 2.62 -0.56
H -1.83 -2.42 0.09
H -1.09 0.96 1.97
H -2.47 2.19 1.24
H -5.68 3.94 0.84
H -5.92 -0.59 -0.79
H -6.46 1.61 -0.40
H 0.56 -2.86 -0.47
H 1.06 0.83 1.24
*
```

Properties
- Energy: -886.68691 Ha
- Energy above the lowest of the compared OMol25 structures with the same formula, charge and spin: 2022.74 kJ/mol
- Kohn-Sham gap: 0.2900 hartree
- HOMO energy: -7.2 eV
- F_max: 19.62 eV/Å

In the natural (NBO) picture, each atom carries the following charge in e: -0.5335 -0.4428 -0.4273 -0.1057 -0.2486 0.2185 0.3800 -0.3773 -0.3414 -0.2782 -0.3625 -0.1064 -0.1694 -0.2291 -0.1245 -0.2252 -0.3476 -0.2391 -0.3730 -0.6323 -0.3909 0.1774 0.1690 0.2396 0.1078 0.2390 0.2217 0.1727 0.1590 0.2168 0.1808 0.2063 0.1979 0.2329 0.1686 0.2129 0.1961 0.2106 0.1796 0.1548 0.2144 0.2149 0.1492 0.1925 0.2254 0.2025 0.1706 0.2064 0.1366

ORCA calculation (the ωB97M-V functional and the def2-TZVPD basis) on a 2-piece molecular cluster, C6H18NO overall at a distorted geometry.

Geometry as ORCA input:
```
! wB97M-V def2-TZVPD RIJCOSX def2/J DEFGRID3
* xyz 2 2
O 1.04 -4.08 1.31
N -0.17 2.27 -1.19
C -0.16 -0.98 -0.13
C -0.78 2.69 1.15
C -0.81 0.39 0.39
C -0.36 -1.09 -1.62
C 1.31 -1.09 0.23
C -0.01 1.68 0.27
H 1.85 -1.07 -0.73
H -0.70 -1.76 0.47
H -1.80 0.54 -0.09
H -0.63 2.45 2.21
H 1.52 -2.07 0.72
H 0.13 -0.36 -2.26
H 0.55 2.91 -1.53
H 0.09 -2.07 -1.90
H -0.22 3.63 1.15
H -1.43 -1.14 -1.85
H -0.46 1.56 -1.86
H 0.24 -4.64 1.20
H 1.82 -0.40 0.92
H 1.04 1.53 0.44
H 1.79 -4.68 1.29
H -1.01 2.85 -1.09
H -1.86 2.62 1.03
H -0.99 0.31 1.47
*
```

Properties
- Energy: -368.61710 Ha
- Energy above the lowest of the compared OMol25 structures with the same formula, charge and spin: 29.49 kJ/mol
- Kohn-Sham gap (alpha / beta): 0.4891 / 0.1554 hartree
- HOMO energy (alpha / beta): -19.7 / -18.1 eV
- F_max: 2.53 eV/Å

In the natural (NBO) picture, each atom carries the following charge in e: -0.8055 -0.7020 -0.1747 -0.6764 -0.3403 -0.6366 -0.6054 -0.0298 0.2410 0.3243 0.2502 0.2781 0.3672 0.2252 0.4677 0.3036 0.2767 0.2521 0.4432 0.5081 0.2910 0.2445 0.5118 0.4491 0.2569 0.2798

Q: Number 4 is which compound?
A: C3H6N2